# 1
{"formula": "C43H54Cl2F3N4O2Pd", "method": "ωB97M-V with the def2-TZVPD basis set", "e_lumo_ev": [-1.9, -4.4], "e_above_lowest_kcal_mol": 0.0, "homo_ev": [-8.9, -10.6], "total_charge": 1, "spin_multiplicity": 5, "gap_ev": [7.003, 6.286], "s2": 6.092, "symbols": ["Pd", "Cl", "C", "Cl", "H", "H", "C", "N", "C", "C", "N", "N", "C", "C", "H", "H", "H", "H", "H", "H", "H", "H", "H", "H", "H", "H", "H", "F", "C", "F", "F", "C", "C", "C", "C", "C", "C", "C", "C", "H", "H", "H", "H", "C", "C", "C", "C", "C", "C", "C", "C", "C", "C", "O", "O", "H", "H", "H", "H", "H", "H", "H", "H", "H", "H", "H", "C", "C", "C", "C", "C", "C", "C", "C", "N", "C", "C", "C", "C", "C", "C", "C", "C", "C", "C", "H", "H", "H", "H", "H", "H", "H", "H", "H", "H", "H", "H", "H", "H", "H", "H", "H", "H", "H", "H", "H", "H", "H", "H"], "coordinates": [[0.521, 0.206, -0.213], [1.019, 0.796, 2.868], [2.585, 1.626, 2.786], [3.241, 1.644, 1.153], [3.273, 1.094, 3.435], [2.435, 2.646, 3.120], [-2.966, -3.694, -3.274], [-2.441, -2.805, -2.246], [-1.344, -3.337, -1.454], [-2.844, -1.532, -2.145], [-2.020, -0.555, -1.771], [-4.130, -1.217, -2.409], [-4.510, 0.149, -2.732], [-5.225, -2.106, -2.043], [-2.129, -4.091, -3.852], [-3.615, -3.143, -3.949], [-3.518, -4.526, -2.835], [-1.648, -4.308, -1.060], [-1.103, -2.670, -0.633], [-0.444, -3.456, -2.059], [-2.461, 0.238, -1.327], [-4.760, 0.724, -1.834], [-5.389, 0.120, -3.375], [-3.702, 0.642, -3.268], [-4.837, -2.989, -1.544], [-5.797, -2.410, -2.921], [-5.891, -1.583, -1.354], [1.277, -2.663, -8.916], [0.099, -2.090, -8.604], [-0.047, -1.018, -9.394], [-0.860, -2.974, -8.949], [0.027, -1.743, -7.146], [-0.212, -0.438, -6.725], [-0.264, -0.147, -5.379], [-0.083, -1.164, -4.407], [0.164, -2.486, -4.865], [0.215, -2.762, -6.209], [-0.097, -0.841, -3.062], [-0.561, -0.470, -1.900], [-0.351, 0.347, -7.453], [-0.437, 0.868, -5.049], [0.335, -3.275, -4.146], [0.407, -3.773, -6.547], [5.886, -6.084, 0.485], [4.907, -4.959, 0.313], [4.348, -4.680, -0.925], [3.435, -3.645, -1.099], [2.850, -3.395, -2.460], [3.068, -2.885, 0.011], [3.625, -3.134, 1.273], [3.302, -2.274, 2.463], [4.539, -4.169, 1.398], [2.110, -1.751, -0.136], [1.027, -1.753, 0.546], [2.349, -0.769, -0.885], [6.281, -6.416, -0.474], [5.413, -6.942, 0.965], [6.725, -5.782, 1.111], [4.638, -5.273, -1.785], [3.473, -3.843, -3.233], [2.739, -2.333, -2.674], [1.864, -3.860, -2.533], [3.627, -1.246, 2.289], [3.817, -2.643, 3.348], [2.232, -2.250, 2.664], [4.987, -4.359, 2.366], [-2.439, -2.956, 2.698], [-2.785, -1.532, 2.370], [-4.026, -0.995, 2.735], [-4.379, 0.325, 2.443], [-5.704, 0.876, 2.887], [-3.482, 1.126, 1.763], [-2.216, 0.622, 1.352], [-1.899, -0.725, 1.694], [-1.288, 1.271, 0.636], [-1.370, 2.672, 0.204], [-2.475, 2.886, -0.850], [-2.457, 4.342, -1.332], [-2.651, 5.277, -0.135], [-1.508, 5.088, 0.867], [-0.173, 5.385, 0.184], [0.014, 4.432, -0.997], [-1.116, 4.636, -2.007], [-0.029, 2.994, -0.479], [-1.522, 3.645, 1.385], [-2.833, -3.244, 3.672], [-1.361, -3.107, 2.705], [-2.865, -3.640, 1.959], [-4.730, -1.617, 3.277], [-6.362, 0.086, 3.243], [-6.210, 1.395, 2.072], [-5.574, 1.592, 3.700], [-3.762, 2.143, 1.546], [-0.923, -1.112, 1.419], [-3.459, 2.637, -0.456], [-2.277, 2.224, -1.702], [-3.271, 4.484, -2.048], [-3.612, 5.077, 0.349], [-2.679, 6.314, -0.478], [-1.647, 5.764, 1.715], [0.650, 5.270, 0.896], [-0.152, 6.421, -0.163], [0.979, 4.609, -1.476], [-0.976, 3.979, -2.870], [-1.103, 5.663, -2.379], [0.779, 2.839, 0.240], [0.121, 2.301, -1.326], [-2.441, 3.467, 1.943], [-0.692, 3.475, 2.078]], "lowdin_spin": [1.356, 0.022, 0.000, 0.009, 0.000, 0.000, 0.001, -0.001, 0.000, 0.009, 0.066, 0.005, 0.000, 0.001, 0.001, 0.000, 0.000, 0.000, 0.001, 0.000, 0.003, 0.000, 0.000, 0.000, 0.000, 0.000, 0.000, 0.008, 0.016, 0.002, 0.009, 0.135, -0.011, 0.127, 0.050, 0.112, -0.017, 0.459, 0.238, -0.004, 0.005, 0.005, -0.003, 0.001, 0.004, 0.000, 0.004, 0.002, 0.004, 0.003, 0.001, -0.001, 0.015, 0.153, 0.103, 0.000, 0.000, 0.000, 0.000, 0.000, 0.002, 0.000, 0.000, 0.000, 0.000, 0.000, -0.008, -0.004, 0.180, 0.003, -0.007, 0.134, 0.037, 0.131, 0.494, 0.040, 0.021, 0.004, 0.000, 0.003, 0.002, 0.004, 0.000, 0.024, 0.017, -0.001, 0.000, -0.003, 0.010, 0.000, -0.002, -0.003, 0.006, 0.004, 0.001, 0.000, 0.001, 0.000, 0.000, 0.001, 0.000, 0.000, 0.000, 0.000, 0.000, 0.001, 0.010, 0.000, 0.000]}

# 2
{"formula": "C43H54HoNO3SSi", "method": "ωB97M-V with the def2-TZVPD basis set", "e_lumo_ev": [-0.2, -0.2], "homo_ev": [-7.2, -7.1], "total_charge": 0, "spin_multiplicity": 5, "gap_ev": [7.032, 6.990], "s2": 6.005, "symbols": ["Ho", "C", "C", "C", "C", "C", "C", "C", "C", "S", "C", "N", "C", "C", "C", "C", "C", "C", "C", "C", "H", "H", "H", "H", "H", "H", "H", "H", "H", "H", "H", "H", "H", "H", "H", "H", "O", "C", "C", "O", "O", "C", "C", "C", "C", "C", "C", "C", "C", "C", "C", "C", "C", "H", "H", "H", "H", "H", "H", "H", "H", "H", "H", "H", "C", "C", "C", "C", "Si", "C", "C", "C", "C", "C", "C", "C", "C", "H", "H", "H", "H", "H", "H", "H", "H", "H", "H", "H", "H", "H", "H", "H", "H", "H", "H", "H", "H", "H", "H", "H", "H", "H", "H", "H"], "coordinates": [[-0.193, 0.805, 1.070], [5.065, 2.129, -3.876], [4.297, 0.964, -3.238], [2.861, 0.991, -3.761], [4.934, -0.371, -3.658], [4.356, 1.089, -1.714], [5.605, 1.085, -1.058], [5.724, 1.176, 0.314], [4.559, 1.272, 1.072], [4.336, 1.343, 2.792], [2.613, 1.376, 2.575], [2.247, 1.346, 1.323], [3.322, 1.285, 0.447], [3.216, 1.199, -0.941], [1.657, 1.373, 3.700], [2.136, 1.423, 5.009], [1.246, 1.416, 6.069], [-0.117, 1.346, 5.806], [-0.571, 1.263, 4.495], [0.287, 1.271, 3.395], [5.053, 2.032, -4.965], [6.108, 2.150, -3.554], [4.610, 3.087, -3.611], [2.871, 0.889, -4.848], [2.359, 1.933, -3.518], [2.266, 0.165, -3.358], [4.871, -0.488, -4.743], [4.417, -1.213, -3.190], [5.988, -0.421, -3.376], [6.512, 1.004, -1.646], [6.699, 1.163, 0.784], [2.231, 1.216, -1.386], [3.203, 1.472, 5.207], [1.609, 1.461, 7.088], [-0.826, 1.344, 6.628], [-1.644, 1.185, 4.336], [-2.676, 1.098, 0.481], [-2.911, 2.365, -0.221], [-1.815, 3.302, 0.341], [-2.084, 4.405, 0.735], [-0.634, 2.727, 0.321], [-4.301, 2.877, 0.101], [-4.932, 3.756, -0.773], [-6.190, 4.257, -0.481], [-6.841, 3.877, 0.687], [-6.217, 3.006, 1.566], [-4.949, 2.513, 1.277], [-2.712, 2.114, -1.713], [-3.414, 1.073, -2.314], [-3.252, 0.790, -3.660], [-2.388, 1.558, -4.432], [-1.697, 2.608, -3.846], [-1.854, 2.883, -2.492], [-3.465, 0.556, 0.377], [-4.432, 4.056, -1.687], [-6.667, 4.944, -1.169], [-7.828, 4.261, 0.910], [-6.709, 2.714, 2.484], [-4.457, 1.864, 1.992], [-4.109, 0.475, -1.731], [-3.804, -0.028, -4.108], [-2.255, 1.336, -5.483], [-1.026, 3.217, -4.441], [-1.303, 3.704, -2.047], [-1.001, -1.646, -2.091], [-0.134, -2.604, -1.252], [1.293, -2.457, -1.796], [-0.589, -4.045, -1.523], [-0.166, -2.031, 0.617], [-1.849, -2.610, 1.453], [-2.052, -1.766, 2.724], [-1.956, -4.094, 1.825], [-3.045, -2.288, 0.544], [1.328, -2.872, 1.576], [2.652, -2.160, 1.242], [1.530, -4.370, 1.304], [1.136, -2.671, 3.090], [-0.876, -1.869, -3.162], [-0.711, -0.599, -1.948], [-2.064, -1.724, -1.866], [1.284, -2.567, -2.891], [1.967, -3.218, -1.399], [1.723, -1.473, -1.567], [-0.483, -4.279, -2.593], [-1.637, -4.205, -1.263], [0.004, -4.775, -0.968], [-1.261, -1.898, 3.464], [-3.007, -2.025, 3.204], [-2.112, -0.693, 2.495], [-1.256, -4.378, 2.612], [-1.775, -4.743, 0.965], [-2.968, -4.313, 2.196], [-3.008, -1.260, 0.170], [-3.982, -2.409, 1.108], [-3.102, -2.945, -0.324], [2.942, -2.249, 0.195], [3.463, -2.595, 1.845], [2.607, -1.095, 1.485], [1.861, -4.551, 0.278], [0.629, -4.961, 1.474], [2.313, -4.764, 1.969], [0.980, -1.618, 3.353], [2.039, -3.007, 3.620], [0.298, -3.243, 3.492]], "lowdin_spin": [4.029, 0.000, 0.000, 0.000, 0.000, 0.000, 0.000, 0.000, 0.000, 0.000, 0.000, -0.004, 0.000, 0.000, -0.001, 0.000, 0.000, 0.000, 0.000, -0.009, 0.000, 0.000, 0.000, 0.000, 0.000, 0.000, 0.000, 0.000, 0.000, 0.000, 0.000, 0.000, 0.000, 0.000, 0.000, 0.000, -0.002, 0.000, 0.000, 0.000, -0.007, 0.000, 0.000, 0.000, 0.000, 0.000, 0.000, 0.000, 0.000, 0.000, 0.000, 0.000, 0.000, 0.000, 0.000, 0.000, 0.000, 0.000, 0.000, 0.000, 0.000, 0.000, 0.000, 0.000, 0.000, 0.000, 0.000, 0.000, -0.005, -0.001, 0.000, 0.000, 0.000, -0.001, 0.000, 0.000, 0.000, 0.000, 0.000, 0.000, 0.000, 0.000, 0.000, 0.000, 0.000, 0.000, 0.000, 0.000, 0.000, 0.000, 0.000, 0.000, 0.000, 0.000, 0.000, 0.000, 0.000, 0.000, 0.000, 0.000, 0.000, 0.000, 0.000, 0.000]}